Entry 1:
Here is a structure of composition C36H80F10N9Na2O20S10 from the OMol25 dataset. Energies are from ωB97M-V/def2-TZVPD.

```
! wB97M-V def2-TZVPD RIJCOSX def2/J DEFGRID3
* xyz 1 1
Na 0.99873 -2.89826 0.32731
Na -2.15584 -3.15803 0.87193
C -9.28156 2.31135 -5.19769
C -8.73797 1.94833 -3.81142
C -7.21464 2.12691 -3.60793
N -6.69696 1.79581 -2.24029
C -7.40692 2.73017 -1.25686
C -6.67092 2.61766 0.07247
C -5.22920 3.05866 0.00444
C -4.48660 2.11382 -0.91426
C -5.18033 1.94969 -2.29124
C -7.02059 0.33888 -1.95577
H -8.82919 1.72023 -5.99634
H -9.18337 3.36599 -5.45249
H -10.34582 2.07952 -5.22099
H -9.09544 0.96065 -3.52446
H -9.25602 2.62919 -3.12875
H -6.90431 3.13654 -3.86969
H -6.83412 1.45080 -4.37748
H -7.40850 3.78773 -1.51720
H -8.41411 2.33349 -1.17751
H -7.24232 3.17728 0.81714
H -6.72673 1.58406 0.42634
H -5.16675 4.06923 -0.42327
H -4.81826 3.20242 1.00197
H -3.54431 2.59321 -1.20374
H -4.16925 1.16208 -0.49242
H -4.99711 2.80944 -2.93302
H -4.75189 1.05303 -2.73611
H -6.73920 -0.20244 -2.85396
H -8.09011 0.29614 -1.77604
H -6.46293 -0.00951 -1.09586
C 4.81747 2.88525 -0.20551
C 4.26841 4.27971 -0.35401
C 2.85174 4.29433 -0.92700
N 1.95337 5.36918 -0.31277
C 1.55699 5.19161 1.12903
C 0.62551 3.98849 1.35518
C -0.55704 4.03987 0.38694
C -0.11964 4.13073 -1.08345
C 0.73001 5.40755 -1.20330
C 2.63288 6.71078 -0.51091
H 4.71721 2.32391 -1.14071
H 4.31859 2.31535 0.58091
H 5.89432 2.82177 -0.04639
H 5.00594 4.83605 -0.94128
H 4.35502 4.82927 0.59052
H 2.40372 3.32855 -0.71130
H 2.96058 4.51693 -1.98508
H 2.50955 5.04122 1.64155
H 1.14805 6.15892 1.41775
H 1.17176 3.05310 1.21516
H 0.27865 3.94743 2.38787
H -1.04618 3.12088 0.70612
H -1.16061 4.92038 0.61317
H 0.40181 3.24574 -1.44592
H -1.00342 4.25522 -1.70966
H 1.01100 5.60333 -2.23560
H 0.09759 6.21510 -0.83068
H 1.89339 7.48369 -0.30608
H 2.80919 6.84245 -1.57670
H 3.49321 6.70813 0.14700
C 3.24532 0.14287 -3.77029
C 2.78708 -1.31877 -3.69411
C 3.49834 -2.22396 -4.66607
N 3.34098 -3.67983 -4.32353
C 3.73008 -4.49724 -5.51136
C 3.81816 -6.01574 -5.32421
C 4.64953 -6.34555 -4.06382
C 4.26314 -5.51872 -2.84521
C 4.25690 -4.04347 -3.15470
C 1.93850 -4.08090 -3.98564
H 4.28988 0.17719 -3.46697
H 2.65102 0.69997 -3.04368
H 2.98917 0.57822 -4.73613
H 1.69481 -1.33490 -3.76325
H 2.88209 -1.64323 -2.65432
H 4.57334 -2.05216 -4.74071
H 3.13852 -2.03726 -5.68050
H 4.68882 -4.08596 -5.84657
H 3.10659 -4.26194 -6.37633
H 4.25026 -6.49592 -6.20067
H 2.81003 -6.43370 -5.27958
H 5.67600 -6.07984 -4.33101
H 4.55564 -7.41132 -3.86626
H 4.99259 -5.66956 -2.04732
H 3.32343 -5.86218 -2.41058
H 5.24115 -3.72459 -3.50639
H 4.03251 -3.42240 -2.29104
H 1.56098 -3.47901 -3.17094
H 1.87288 -5.12883 -3.72472
H 1.31689 -3.87776 -4.85695
C 4.43060 3.28919 4.31501
C 3.59891 2.01771 3.97467
C 3.58904 1.19091 5.24546
N 2.77849 -0.08954 5.23196
C 3.03665 -0.88297 3.97913
C 2.34390 -2.24346 4.02687
C 2.62731 -3.04507 5.29765
C 2.36282 -2.20973 6.55248
C 3.12416 -0.90432 6.46877
C 1.31664 0.27011 5.33849
H 3.89238 3.94618 4.99805
H 4.69059 3.81755 3.40052
H 5.33662 2.97012 4.83126
H 4.20444 1.54220 3.19910
H 2.68120 2.29541 3.45695
H 3.46378 1.67203 6.21691
H 4.59949 0.80052 5.41366
H 4.09659 -1.12770 3.89703
H 2.73740 -0.29559 3.11461
H 2.75213 -2.78683 3.17344
H 1.26396 -2.12971 3.91082
H 3.67038 -3.36663 5.36645
H 2.04939 -3.96779 5.33881
H 2.73370 -2.81122 7.38483
H 1.29944 -2.09348 6.76465
H 4.19833 -1.10139 6.45987
H 2.97050 -0.23547 7.31588
H 1.12643 0.81443 6.26123
H 0.70012 -0.62067 5.32954
H 1.07276 0.90900 4.49129
N 3.30972 -2.49832 0.48968
S 4.62080 -3.55868 0.74357
O 4.97334 -3.81224 2.10468
O 5.60796 -3.64478 -0.27801
F 3.66144 -4.79921 0.44360
S 4.12062 -1.23351 0.30633
O 4.65405 -0.91239 -0.98640
O 4.88948 -0.82798 1.46913
F 2.83614 -0.24937 0.39476
N -4.38150 -3.32682 0.25951
S -5.23201 -4.75541 0.21576
O -5.36705 -5.52581 -0.98640
O -6.34158 -4.83231 1.11242
F -4.08467 -5.55918 0.99590
S -5.41230 -2.48182 -0.50938
O -6.68886 -2.26828 0.07884
O -5.41539 -2.54496 -1.95940
F -4.69389 -1.05187 -0.19437
N -3.18263 3.80193 4.99918
S -2.85557 2.54032 6.01287
O -1.60285 2.66354 6.72044
O -3.29843 1.22083 5.62447
F -3.92674 2.97133 7.13171
S -2.77837 3.11530 3.67176
O -3.84344 2.57876 2.86826
O -1.41605 2.63040 3.55079
F -2.60995 4.51594 2.91348
N -0.57441 -4.68493 -0.18552
S 0.37192 -6.08905 -0.10708
O 1.51060 -6.26484 -0.95618
O -0.28587 -7.27243 0.39687
F 1.11548 -5.59685 1.26251
S -1.31232 -5.22343 -1.43011
O -2.35734 -6.19102 -1.30060
O -0.60601 -5.17238 -2.69016
F -2.24772 -3.91142 -1.50415
N -0.77576 -1.25494 0.61329
S -0.82971 0.02630 1.46595
O -2.04573 0.78650 1.48817
O 0.37688 0.79550 1.51525
F -0.78219 -0.67613 2.93847
S -0.82704 -0.44282 -0.85423
O 0.24638 0.45719 -1.20321
O -2.12440 -0.25556 -1.42918
F -0.27438 -1.68151 -1.74749
*
```

The calculation puts the energy above the lowest of the compared OMol25 structures with the same formula, charge and spin at 203.1 kJ/mol. For the HOMO-LUMO gap, the calculation gives 8.1 eV. The calculation puts the largest force on an atom at 9.28 eV/Å.

Atom charges from the Löwdin analysis, given in e for atoms 1 to 6: 0.4004, 0.4671, -0.0907, -0.2335, -0.1472, -0.2439

---

Entry 2:
Here is a cluster of 11 separate species, C36H80N8O11 in total from the OMol25 dataset. Energies are from ωB97M-V/def2-TZVPD.

```
! wB97M-V def2-TZVPD RIJCOSX def2/J DEFGRID3
* xyz 0 1
C -1.28450 -1.63356 4.58263
C -1.32855 -0.11252 4.56201
O -0.41735 0.49886 4.02090
N -2.33610 0.47288 5.21675
C -2.47015 1.93073 5.39207
H -0.28184 -2.03103 4.44641
H -1.80360 -1.97085 3.67849
H -1.69255 -2.07166 5.49231
H -3.07891 -0.08927 5.59015
H -2.95963 2.36850 4.52330
H -1.48346 2.35203 5.55706
H -3.08386 2.03884 6.28312
C -4.37384 4.48304 1.16702
C -3.07189 4.29433 1.94250
O -2.77709 5.01394 2.86803
N -2.26692 3.33900 1.42998
C -0.94546 2.99333 1.89139
H -4.39379 3.99518 0.19134
H -4.39821 5.54845 0.92790
H -5.26207 4.23818 1.74281
H -2.79384 2.71164 0.83926
H -0.26535 3.82293 1.70273
H -0.48584 2.10203 1.46986
H -0.98576 2.71994 2.95044
C 1.77585 3.52245 4.09589
C 3.15196 3.41272 3.48748
O 3.71405 4.41807 3.09005
N 3.65244 2.17834 3.26547
C 4.93584 1.89145 2.65877
H 1.17259 4.26016 3.56579
H 1.72397 3.82803 5.14082
H 1.15429 2.62189 4.01955
H 3.02508 1.39263 3.31009
H 4.92166 1.99693 1.57614
H 5.22527 0.90532 3.02342
H 5.73522 2.51557 3.06182
C 5.23832 -0.49973 -2.24656
C 4.34613 0.19103 -3.23850
O 3.58268 -0.47331 -3.93720
N 4.51877 1.51767 -3.36153
C 3.99168 2.34080 -4.44201
H 5.83072 0.11252 -1.57181
H 5.91427 -1.19342 -2.75419
H 4.61772 -1.21776 -1.69979
H 5.07582 1.92088 -2.62816
H 3.29734 1.80058 -5.07281
H 4.88799 2.72177 -4.93506
H 3.49093 3.19394 -3.98513
C 1.32404 -2.60272 -2.87222
C 0.56607 -2.33879 -4.15399
O -0.58768 -2.75221 -4.30321
N 1.18478 -1.57561 -5.05395
C 0.63538 -1.37474 -6.39237
H 2.21568 -1.98196 -2.81216
H 1.40703 -3.68943 -2.81928
H 0.75331 -2.34162 -1.97519
H 2.10665 -1.21224 -4.83854
H 1.37322 -0.90220 -7.03333
H -0.21026 -0.69132 -6.31008
H 0.33871 -2.34495 -6.77922
C 0.26112 1.05774 -2.95130
C -0.83084 1.84404 -2.23394
O -0.51667 2.61105 -1.31097
N -2.09581 1.75149 -2.65535
C -2.69207 0.63686 -3.34501
H -0.08655 0.19383 -3.52325
H 1.04863 0.75676 -2.27200
H 0.65647 1.71744 -3.72904
H -2.77148 2.40414 -2.29774
H -2.34137 0.44385 -4.36284
H -3.77190 0.72529 -3.46378
H -2.58226 -0.32369 -2.83410
C 2.65874 3.71342 0.04376
C 2.79768 4.14848 -1.42446
O 3.86836 4.44636 -1.93330
N 1.59071 4.32527 -1.98929
C 1.40009 4.86518 -3.32172
H 3.59692 3.41841 0.49438
H 1.79900 3.04788 0.14352
H 2.32750 4.61814 0.56438
H 0.80877 3.92709 -1.48831
H 1.42839 4.05726 -4.05846
H 2.07634 5.66101 -3.61566
H 0.39156 5.28561 -3.33489
C -1.62106 -4.37049 -1.28575
C -3.01185 -3.95841 -1.77988
O -4.03334 -4.34769 -1.24108
N -2.96880 -3.12334 -2.83233
C -4.16579 -2.55088 -3.41047
H -1.68450 -5.35430 -0.82187
H -1.05528 -3.68821 -0.65891
H -1.07111 -4.56971 -2.21445
H -2.06121 -2.82796 -3.18502
H -4.55929 -1.79942 -2.71406
H -4.90067 -3.36373 -3.38138
H -4.09793 -2.16398 -4.42068
C -4.24669 -0.18561 2.12778
C -5.09924 0.84576 1.40155
C -4.59634 0.63071 -0.01390
O -3.17113 0.52073 0.10235
C -2.91631 -0.02401 1.41375
H -4.69350 -1.16762 1.94443
H -4.11792 -0.07402 3.20263
H -4.89911 1.82901 1.83260
H -6.16601 0.61173 1.43847
H -4.93231 1.38079 -0.72787
H -4.99813 -0.34808 -0.31403
H -2.25839 0.65788 1.95527
H -2.40208 -0.98357 1.30747
C 0.61829 -1.79234 1.29574
C 0.54313 -0.59835 0.34252
C 1.98686 -0.32281 -0.01947
O 2.80145 -1.02506 0.96691
C 1.94281 -1.63474 1.95139
H 0.59746 -2.71087 0.69763
H -0.20706 -1.83840 1.99835
H 0.13446 0.19214 0.97545
H -0.07916 -0.77585 -0.53466
H 2.21358 0.73162 0.16122
H 2.32403 -0.66652 -0.99857
H 2.01242 -0.93986 2.79338
H 2.31063 -2.63459 2.19504
C 0.30817 -6.33145 1.49338
C 1.35067 -5.30912 1.97869
C 1.95766 -5.88425 3.29039
O 1.16206 -7.02238 3.59145
C -0.03922 -6.97423 2.83571
H 0.68587 -6.99217 0.71945
H -0.52562 -5.75667 1.09135
H 0.91675 -4.36838 2.31703
H 2.11513 -5.04836 1.24479
H 1.95392 -5.08511 4.03391
H 2.96618 -6.25535 3.10703
H -0.81702 -6.42469 3.37454
H -0.37378 -8.00642 2.72455
*
```

The calculation puts the energy above the lowest of the compared OMol25 structures with the same formula, charge and spin at 0.0 kJ/mol. For the HOMO-LUMO gap, the calculation gives 9.6 eV. Its structure (SMILES) is CNC(C)=O.CNC(C)=O.CNC(C)=O.CNC(C)=O.CNC(C)=O.CNC(C)=O.CNC(C)=O.CNC(C)=O.C1CCOC1.C1CCOC1.C1CCOC1. The calculation puts the largest force on an atom at 1.83 eV/Å.

Atom charges from the Löwdin analysis, given in e for atoms 1 to 6: 0.0054, -0.5664, 0.0193, 0.0125, -0.0272, 0.0754